1.
{"formula": "C7H10N", "method": "ωB97M-V with the def2-TZVPD basis set", "homo_lumo_gap_ha": 0.2336, "charge": 1, "homo_ha": -0.474, "energy_ev": -8899.0002, "lumo_energy_ev": -6.53, "largest_force_ev_per_a": 6.3, "de_lowest_kj_mol": 443.16, "multiplicity": 1, "symbols": ["C", "C", "C", "C", "C", "C", "C", "N", "H", "H", "H", "H", "H", "H", "H", "H", "H", "H"], "coordinates": [[-1.19829, -0.54854, -0.45511], [-0.09456, -0.11707, 1.63894], [-2.23143, -0.27831, 0.62692], [-1.46353, 0.08774, 1.93359], [1.31112, -0.48731, -0.95918], [0.03366, -0.34092, -0.17490], [2.66618, 1.15678, -1.89358], [1.59105, 0.67000, -1.64978], [-2.81469, 0.52162, 0.27372], [-2.91278, -1.14537, 0.78531], [-1.65950, -0.74652, 2.60035], [-1.68409, 1.16226, 2.27245], [1.98306, -0.86613, -0.25470], [1.12400, -1.32422, -1.65682], [3.67083, 0.74704, -1.81277], [0.60106, -0.20480, 2.44399], [2.60383, 2.26148, -2.20460], [-1.52591, -0.54774, -1.51384]]}



2.
{"formula": "C26H35IrN2", "method": "ωB97M-V with the def2-TZVPD basis set", "homo_lumo_gap_ha": [0.1880, 0.2146], "charge": 1, "homo_ha": [-0.266, -0.420], "energy_ev": -33336.3775, "lumo_energy_ev": [-2.12, -5.58], "s_squared": 8.782, "largest_force_ev_per_a": 3.6, "de_lowest_kj_mol": 88.07, "multiplicity": 6, "symbols": ["C", "C", "C", "C", "C", "Ir", "C", "C", "H", "C", "H", "H", "C", "H", "H", "H", "C", "H", "H", "H", "C", "H", "H", "H", "C", "H", "H", "H", "C", "H", "H", "H", "C", "H", "H", "H", "C", "H", "H", "H", "C", "C", "C", "C", "H", "C", "H", "C", "H", "H", "H", "N", "C", "C", "C", "C", "C", "N", "H", "H", "H", "H", "H", "H"], "coordinates": [[1.16082, -2.10631, 0.37164], [1.98912, -1.18683, -0.36760], [1.55681, -1.22578, -1.73713], [0.30733, -1.92660, -1.79129], [0.07771, -2.51079, -0.48425], [-0.07774, -0.36552, -0.28176], [-2.56285, 1.27362, -0.66173], [-1.84088, 0.87699, 0.45476], [-1.55793, 1.61632, 1.21319], [-1.65543, -0.50176, 0.89215], [-2.40124, -1.21744, 0.54952], [-1.37938, -0.57778, 1.94655], [-2.69622, 2.72823, -0.95051], [-2.09821, 3.33592, -0.26399], [-2.35939, 2.96884, -1.96646], [-3.74275, 3.04856, -0.87573], [-3.24303, 0.32736, -1.58061], [-3.04397, -0.72478, -1.35802], [-4.33118, 0.48696, -1.56354], [-2.93399, 0.49976, -2.62207], [3.16993, -0.44468, 0.17962], [3.00819, -0.19986, 1.23628], [4.06100, -1.07679, 0.09840], [3.35105, 0.47947, -0.38257], [2.27998, -0.60484, -2.88792], [2.72577, 0.35579, -2.60544], [3.09245, -1.26310, -3.22958], [1.60182, -0.44320, -3.72933], [-0.59522, -2.08129, -2.96494], [-0.57427, -1.18728, -3.58800], [-0.30135, -2.93424, -3.58341], [-1.61911, -2.23529, -2.62614], [-1.05238, -3.41736, -0.12588], [-1.96526, -3.10339, -0.63308], [-0.83717, -4.44740, -0.42586], [-1.22661, -3.39500, 0.94938], [1.43159, -2.60373, 1.75724], [0.54238, -3.10393, 2.15108], [2.24965, -3.34245, 1.75169], [1.73505, -1.78168, 2.41556], [0.34060, 1.33572, -1.38564], [1.16378, 2.31847, -0.86373], [-0.18060, 1.45724, -2.67152], [1.43653, 3.45966, -1.62402], [1.57843, 2.17437, 0.13868], [0.16324, 2.55484, -3.45696], [-0.86070, 0.69862, -3.05789], [0.95468, 3.57393, -2.92764], [2.04236, 4.25961, -1.19339], [-0.19937, 2.60512, -4.48305], [1.19242, 4.44777, -3.53468], [0.72524, -0.29291, 4.11166], [0.78980, 1.02815, 3.81021], [1.38176, 1.91261, 4.75667], [1.32729, 3.27261, 4.50731], [0.76197, 3.70265, 3.29734], [0.31430, 2.74955, 2.38023], [0.31970, 1.42699, 2.61264], [0.21524, -0.94865, 3.52416], [0.95470, -0.57810, 5.05492], [1.83473, 1.47093, 5.64737], [1.73237, 3.98789, 5.21868], [0.70952, 4.74991, 3.01221], [-0.02822, 3.07540, 1.39304]]}



3.
{"formula": "C16H21ClN4O3S", "method": "ωB97M-V with the def2-TZVPD basis set", "homo_lumo_gap_ha": 0.3318, "homo_ha": -0.317, "energy_ev": -52387.2788, "lumo_energy_ev": 0.41, "largest_force_ev_per_a": 7.0, "de_lowest_kj_mol": 271.03, "multiplicity": 1, "smiles": "CC/N=C(/NS(=O)(=O)c1cccc(Cl)c1)N1CC2(C=N1)CCOCC2", "symbols": ["C", "C", "N", "C", "N", "S", "O", "O", "C", "C", "C", "C", "C", "Cl", "C", "N", "C", "C", "C", "N", "C", "C", "O", "C", "C", "H", "H", "H", "H", "H", "H", "H", "H", "H", "H", "H", "H", "H", "H", "H", "H", "H", "H", "H", "H", "H"], "coordinates": [[1.78909, -1.19298, 3.02725], [1.19905, -0.09086, 2.19800], [1.22259, -0.61938, 0.80369], [0.27360, -0.79117, -0.01087], [0.55835, -1.30673, -1.12100], [1.62084, -2.59345, -1.12842], [1.22126, -3.22675, -2.35452], [1.53781, -3.45292, 0.02473], [3.24866, -1.78980, -1.37035], [4.10447, -1.57554, -0.26289], [5.32056, -1.07341, -0.55591], [5.61765, -0.70174, -1.83860], [4.73815, -0.69513, -2.91303], [5.24036, -0.47870, -4.68171], [3.55655, -1.31073, -2.57863], [-1.11558, -0.62464, 0.08180], [-1.55092, 0.53444, 0.83646], [-2.93099, 0.91099, 0.13923], [-3.13980, -0.48323, -0.56495], [-2.04984, -1.22820, -0.67138], [-3.98633, 1.30553, 1.27542], [-4.45516, 2.78009, 1.43631], [-3.99918, 3.54239, 0.34216], [-3.97940, 2.96622, -0.96818], [-2.81156, 1.94872, -0.87598], [1.58749, -0.92779, 4.09510], [1.38356, -2.16657, 2.71437], [2.81941, -1.13778, 2.76468], [0.17990, 0.14389, 2.48993], [1.80782, 0.79023, 2.29189], [-0.26207, -1.62067, -1.55375], [3.83343, -1.79264, 0.74453], [6.07124, -0.96895, 0.23053], [6.56638, -0.26802, -1.91926], [2.88851, -1.63914, -3.44251], [-1.61079, 0.13495, 1.85479], [-0.96158, 1.42641, 0.84207], [-4.02376, -0.73860, -1.19196], [-3.68627, 0.99419, 2.19862], [-4.90725, 0.83821, 1.23784], [-4.26380, 3.29473, 2.47855], [-5.57528, 2.71250, 1.36658], [-3.82431, 3.65954, -1.84812], [-4.91831, 2.40398, -1.09087], [-2.49907, 1.47526, -1.84851], [-1.83549, 2.63326, -0.68317]]}